Entry from the Open Molecules 2025 dataset: a single C3H8BNO2 molecule (wB97M-V/def2-TZVPD).

```
! wB97M-V def2-TZVPD RIJCOSX def2/J DEFGRID3
* xyz 0 1
B -1.45 -0.19 0.16
H 2.05 -2.07 -0.36
H -3.14 -1.01 -0.64
H -0.13 -0.01 1.91
C 1.38 1.13 -0.32
H 0.89 1.79 0.40
H 2.52 1.46 -0.27
O -2.20 -1.18 -0.45
C -0.17 -0.65 1.06
H 1.11 1.31 -1.45
O -1.75 1.07 -0.11
H -2.18 1.35 -0.88
H -0.04 -1.65 1.18
N 1.96 -1.09 -0.34
C 1.17 -0.26 0.10
*
```

Calculated values
* HOMO-LUMO gap: 8.897 eV
* ΔE to the lowest compared entry with this formula, charge and spin: 31.2 kcal per mole
* SMILES string: [H]/N=C(/C)CB(O)O
* HOMO energy: -0.315 hartree

Entry from the Open Molecules 2025 dataset: C28H32N6O4SSb2W as an isolated structure (wB97M-V/def2-TZVPD).

```
! wB97M-V def2-TZVPD RIJCOSX def2/J DEFGRID3
* xyz 2 3
N 0.84 0.92 0.80
C 1.73 -6.59 -1.30
N -3.89 2.97 -2.93
C -0.02 1.78 -1.20
C -4.12 -0.99 7.38
C -5.16 0.84 6.22
O 0.63 -1.49 1.65
H 0.28 -2.91 -3.57
H 0.20 4.21 0.31
H -5.83 1.69 6.21
C 3.62 -1.38 0.43
C 0.45 2.08 0.11
H 3.55 -2.34 0.93
C 0.36 3.28 0.84
H 3.79 -6.72 -0.71
C 3.02 -6.09 -1.12
H -3.98 -1.57 8.28
H -3.37 -2.94 -2.94
H -0.23 -6.19 -2.02
O -0.26 2.74 -2.06
H -2.82 -4.22 0.11
C 0.75 -5.78 -1.84
H 2.79 1.43 -1.32
O -0.27 0.56 -1.51
H -2.22 -5.07 -1.34
Sb -1.27 -2.61 -1.38
H 4.56 -1.30 -0.11
C 0.53 0.84 2.16
H 1.50 -7.61 -1.02
C -4.45 0.52 5.07
W -0.39 -0.59 0.31
C 1.02 -4.46 -2.22
H 2.25 0.75 -2.88
C 3.30 -4.79 -1.51
C 2.81 0.56 -1.97
C 0.34 -0.60 2.65
H -5.56 0.33 8.26
H 4.31 -4.41 -1.40
H 0.28 4.14 2.77
H -0.82 -4.27 -3.32
H -5.00 -1.30 1.59
C -5.01 0.08 7.37
O -0.08 -0.92 3.72
S -2.40 -1.90 1.42
N -3.82 1.52 -0.91
C 0.35 1.96 2.88
H 2.23 -2.26 -3.40
C 0.37 3.23 2.20
H -2.72 -2.16 6.23
C -0.07 -3.64 -2.84
H -3.72 -1.65 -1.75
H 3.75 -2.41 -2.50
C 2.67 -2.57 -2.45
N -2.84 -0.94 3.92
H 3.85 0.33 -2.23
H 0.18 1.89 3.95
C -2.99 -2.04 -2.45
H -1.85 -1.15 4.03
C -3.40 -1.32 6.24
H 3.54 -0.58 1.17
C -1.96 -4.42 -0.51
H -5.27 -0.82 3.24
H -2.75 -1.29 -3.20
H -4.52 1.15 4.19
H -1.17 -4.87 0.09
C -2.86 1.12 -0.25
N -4.63 -1.01 2.48
C -3.34 -1.19 2.73
C -3.86 2.31 -1.98
Sb 2.08 -1.16 -0.98
C 2.32 -3.97 -2.06
N -1.99 0.67 0.42
H -0.64 2.40 -2.88
C -3.59 -0.57 5.09
*
```

Calculated values
* HOMO-LUMO gap (spin up / spin down): 5.312 / 6.023 eV
* ΔE to the lowest compared entry with this formula, charge and spin: 83.9 kcal per mole
* HOMO energy (spin up / spin down): -0.469 / -0.505 hartree

Entry from the Open Molecules 2025 dataset: C53H42BrF4N5O2P3RhS as an isolated structure (wB97M-V/def2-TZVPD).

```
! wB97M-V def2-TZVPD RIJCOSX def2/J DEFGRID3
* xyz 2 1
N 2.15 6.22 -3.29
S -2.18 1.68 -1.82
H 5.17 -0.29 4.42
C 5.13 -3.76 -2.68
C -3.98 2.92 1.90
H 1.57 4.56 4.34
C -0.71 3.19 2.27
H 1.55 3.00 -0.16
H -1.19 3.34 1.31
F -3.27 1.77 4.78
C -0.57 0.50 -5.34
C -0.68 4.08 -2.49
P 1.41 -2.23 -2.22
H 0.71 -2.37 3.16
H 3.03 0.95 4.56
C 0.79 -5.63 2.26
C -2.85 -0.17 3.55
H 5.72 -4.51 -2.18
H -1.70 3.90 -2.78
O -3.32 2.32 -1.22
H 5.32 -1.53 -5.21
C -4.17 -1.65 5.56
C 0.84 3.86 3.97
C 3.05 -2.56 -2.94
C 3.63 -1.57 1.70
H 3.40 -4.09 -1.48
H 6.69 -3.21 -4.03
P -2.09 0.83 2.20
C 4.90 -2.09 -4.39
H -6.36 0.62 -0.10
C 3.59 -1.86 -4.02
H 5.53 -1.91 2.60
H 0.61 0.71 -2.17
H -0.44 2.10 -3.92
C 0.21 4.09 2.75
H 1.28 0.59 2.85
N -2.75 -0.56 -3.12
Rh -1.16 -0.69 0.63
H -4.18 -0.22 0.64
H -3.00 -3.74 -4.10
C 1.00 -3.09 1.16
C 0.35 -1.59 -4.64
H 4.01 -0.80 -1.07
C 3.83 -3.52 -2.29
C 1.90 4.57 -1.57
C 3.02 -0.33 -1.09
C -4.01 -0.27 5.69
C -0.14 3.30 -1.45
C 0.68 -1.04 -3.40
H -1.06 1.11 -6.09
H 3.77 -2.30 0.92
F -4.48 0.36 6.76
C -0.24 1.06 -4.11
F -4.77 -2.35 6.50
N -1.94 0.20 -1.10
C 0.08 5.05 -3.10
H -7.01 2.96 0.39
H -3.52 -1.38 -4.81
C 0.69 -4.51 3.08
H -1.78 -4.03 -1.90
C -3.38 0.45 4.68
C 0.98 -5.48 0.90
C 2.22 0.06 2.80
C 0.37 0.29 -3.13
C 1.15 3.58 -0.98
C 1.40 5.31 -2.66
Br -2.48 -2.48 1.85
C -2.06 -3.05 -2.28
H -0.51 -1.26 -6.56
C -3.05 -1.55 3.42
C -2.73 -2.90 -3.49
F -3.87 -3.59 4.25
H 0.44 4.98 2.18
H 1.04 -6.34 0.26
H -5.47 4.43 1.63
C 3.21 0.26 3.75
C 5.67 -3.03 -3.73
C 1.07 -4.21 0.35
C 0.53 2.72 4.70
C -2.15 -0.80 -1.94
H -0.34 5.61 -3.91
C -3.70 -2.28 4.41
C -5.20 3.40 1.44
C -1.04 2.05 3.01
N -1.74 -2.02 -1.52
H -3.34 3.57 2.47
C 4.61 -1.35 2.65
C -6.06 2.57 0.73
H 0.60 -2.63 -4.84
H 1.02 2.54 5.65
H -0.63 0.93 4.81
H 3.00 -1.12 -4.55
C 0.79 -3.25 2.53
C -3.62 1.61 1.62
P 1.11 -1.34 0.61
O -0.81 2.27 -0.92
H 2.89 4.79 -1.20
C -0.27 -0.83 -5.60
N 1.97 -1.32 -0.87
H 0.52 -4.62 4.14
C -5.70 1.26 0.46
H 3.08 6.45 -2.97
C -0.40 1.81 4.23
H 1.18 -4.09 -0.73
H 1.78 6.76 -4.06
C -4.48 0.79 0.89
C 2.43 -0.85 1.77
C 4.40 -0.44 3.67
H 0.71 -6.61 2.69
H 2.98 0.44 -0.31
C -3.03 -1.60 -3.88
H 2.89 0.14 -2.07
*
```

Calculated values
* HOMO-LUMO gap (spin up / spin down): 3.267 / 3.264 eV
* HOMO energy (spin up / spin down): -0.413 / -0.413 hartree

Entry from the Open Molecules 2025 dataset: a 2-piece molecular cluster, C6H14N2O2 overall (wB97M-V/def2-TZVPD).

```
! wB97M-V def2-TZVPD RIJCOSX def2/J DEFGRID3
* xyz 1 2
H -0.20 3.28 -1.93
H 0.78 -3.42 1.03
C 0.70 -2.35 0.76
H -0.97 0.23 -0.35
C 1.74 0.76 2.65
H 1.81 0.28 3.63
C -0.99 1.29 -2.20
H 1.37 1.79 2.80
N 1.41 -1.50 1.71
N -1.52 0.43 -1.22
H 1.18 -2.04 -0.26
H 2.77 0.91 2.25
C -2.55 -0.61 -1.52
O 0.29 0.16 0.81
O -1.29 1.12 -3.36
H 1.84 -2.07 2.43
H -0.34 -2.07 0.63
H 0.23 2.28 -0.68
H -2.07 -1.39 -2.12
C 1.09 -0.15 1.70
H -2.89 -0.95 -0.54
H -3.42 -0.13 -2.05
C 0.10 2.25 -1.76
H 0.92 1.90 -2.39
*
```

Calculated values
* HOMO-LUMO gap (spin up / spin down): 10.491 / 5.279 eV
* ΔE to the lowest compared entry with this formula, charge and spin: 20.0 kcal per mole
* HOMO energy (spin up / spin down): -0.491 / -0.491 hartree

Entry from the Open Molecules 2025 dataset: a single C4H11NS molecule (wB97M-V/def2-TZVPD).

```
! wB97M-V def2-TZVPD RIJCOSX def2/J DEFGRID3
* xyz 0 1
H 3.53 0.62 -0.14
C -2.71 -0.77 -0.11
H 1.00 1.58 -0.79
H -3.35 0.11 -0.35
C 0.60 0.87 -0.08
H 3.73 -1.10 -0.01
H -1.33 1.67 -0.02
H -0.82 -1.03 0.68
S 1.43 -0.76 -0.37
C -0.84 0.72 -0.30
H -2.50 -1.43 -1.06
H -1.06 0.46 -1.30
H 3.12 -0.13 1.35
N -1.49 -0.25 0.61
C 3.09 -0.32 0.27
H -3.22 -1.45 0.67
H 0.83 1.21 0.94
*
```

Calculated values
* HOMO-LUMO gap: 9.676 eV
* ΔE to the lowest compared entry with this formula, charge and spin: 21.3 kcal per mole
* SMILES string: CNCCSC
* HOMO energy: -0.319 hartree

Entry from the Open Molecules 2025 dataset: a 2-piece molecular cluster, C6H11NO overall (wB97M-V/def2-TZVPD).

```
! wB97M-V def2-TZVPD RIJCOSX def2/J DEFGRID3
* xyz -1 2
H -0.75 1.51 1.55
C -1.84 0.40 0.00
C -0.64 -0.52 -0.14
O 2.77 1.75 0.18
H 1.90 -2.46 0.69
H -2.61 -0.21 0.49
H -2.35 2.10 1.34
H -0.25 -1.13 1.91
C -0.05 -0.91 -1.34
C -1.51 1.67 0.78
H -1.07 2.39 0.08
H -0.31 -0.64 -2.36
C 1.08 -1.89 0.28
H 1.43 -2.50 -1.66
C 0.05 -1.21 0.88
N 0.90 -1.85 -1.08
H -2.12 0.71 -1.00
H 2.03 1.14 0.01
H 3.33 1.65 -0.59
*
```

Calculated values
* HOMO-LUMO gap (spin up / spin down): 2.682 / 8.210 eV
* ΔE to the lowest compared entry with this formula, charge and spin: 11.7 kcal per mole
* HOMO energy (spin up / spin down): 0.040 / -0.167 hartree

no.,total energy (Ha)
1,-349.23887
2,-2660.88501
3,-6974.83638
4,-496.69986
5,-611.90814
6,-365.15553